Entry 1:
A molecular structure, C19H26BF6MnN9O7S2, computed with the ωB97M-V functional and the def2-TZVPD basis.

As for the spin multiplicity: 6. For the HOMO energy (alpha / beta), the calculation gives -7.9 / -8.0 eV. Its charge is 0. The frontier orbital gap (alpha / beta) comes out at 8.20 / 8.31 eV.

Geometry as XYZ:
```
71
C19H26BF6MnN9O7S2 | OMol25 | the ωB97M-V functional and the def2-TZVPD basis
Mn 0.415 0.140 -0.202
S 2.753 -2.692 -0.435
S 1.047 -4.856 -0.177
F 1.303 -7.227 -1.253
F 3.543 -1.669 1.851
F 4.764 -1.201 0.126
F 4.869 -3.169 1.032
F 1.762 -5.611 -2.615
F 3.174 -6.161 -1.080
O -1.648 -0.529 -0.757
O 1.831 -1.562 -0.442
O 0.446 0.675 -2.221
O 3.392 -2.954 -1.697
O 0.080 -4.158 -0.993
O -1.210 3.122 -1.699
O 0.616 -5.673 0.910
N -3.275 3.171 1.037
N 0.671 -1.156 -3.525
N 1.249 1.928 2.186
N -1.228 2.096 1.517
N -0.339 0.092 2.838
N 2.207 -3.919 0.343
N 1.833 1.275 1.154
N -0.757 2.026 0.248
N -0.272 -0.754 1.790
C 4.061 -2.162 0.739
C -0.389 -0.603 3.987
C -2.339 2.642 1.890
C 3.270 2.799 1.952
C -0.370 -1.949 3.684
C -2.909 0.156 -0.698
C -5.118 1.618 0.455
C -0.296 -1.984 2.287
C 1.883 -6.036 -1.353
C -4.012 4.325 1.526
C -1.586 2.394 -0.806
C 1.918 -0.680 -4.116
C -3.941 2.447 -0.052
C 0.178 -2.457 -3.985
C -1.205 -1.132 -1.961
C 3.041 1.790 1.007
C 2.097 2.849 2.673
C -2.929 1.680 -0.942
C 0.069 -0.464 -2.575
B -0.192 1.603 2.637
H 1.815 -0.663 -5.201
H 0.857 -2.811 -4.756
H 1.807 3.461 3.509
H -2.449 2.802 2.954
H -5.073 4.104 1.669
H -3.576 -0.342 -1.406
H -0.266 -2.835 1.624
H 0.173 -3.187 -3.180
H -4.814 0.915 1.230
H -0.408 -2.779 4.363
H -0.446 -0.088 4.929
H 2.718 -1.361 -3.826
H -3.919 5.157 0.826
H -0.459 2.170 3.666
H -0.978 -2.173 -1.725
H -4.335 3.246 -0.685
H -3.252 -0.083 0.307
H 2.129 0.323 -3.760
H -0.817 -2.365 -4.420
H -3.600 4.646 2.480
H -5.893 2.255 0.881
H 3.693 1.421 0.232
H 4.153 3.394 2.090
H -3.220 1.847 -1.979
H -1.970 -1.120 -2.746
H -5.576 1.055 -0.359
```


Entry 2:
A molecular structure, C19H26BiF6N3O4S2Te2, computed with the ωB97M-V functional and the def2-TZVPD basis.

For the HOMO energy, the calculation gives -14.7 eV. Its charge is +2. The frontier orbital gap comes out at 7.70 eV.

Geometry as XYZ:
```
63
C19H26BiF6N3O4S2Te2 | OMol25 | the ωB97M-V functional and the def2-TZVPD basis
Bi 0.848 0.468 -0.031
Te 3.230 -1.520 -0.234
Te -0.666 -2.066 -0.303
S 2.008 3.670 1.231
S 3.832 1.813 1.414
F 6.242 2.162 2.334
F 3.166 5.691 0.067
F 5.459 0.140 2.438
F 2.287 6.146 1.994
F 1.011 5.819 0.269
F 4.772 1.646 3.840
O 1.708 3.032 -0.057
O 4.326 1.569 0.089
O 0.947 3.508 2.208
O 2.734 0.891 1.821
N -1.130 2.251 0.228
N 3.445 3.297 1.764
N 0.211 0.588 2.188
C -0.643 -0.620 -4.420
C -0.600 -3.096 -3.128
C -4.730 -2.874 0.843
C -0.624 -1.913 -2.398
C 2.146 5.481 0.869
C -0.621 -1.796 -5.157
C -3.343 -2.873 0.733
C -5.483 -1.934 0.155
C -0.648 -0.674 -3.032
C -4.863 -0.985 -0.651
C 2.784 -3.286 0.854
C -2.364 2.052 1.025
C -2.026 1.679 2.459
C -3.482 -0.969 -0.772
C -0.606 -3.028 -4.515
C 5.188 1.430 2.608
C -1.219 0.396 2.591
C 2.854 -2.324 -2.160
C -2.744 -1.914 -0.072
H -0.572 2.985 0.666
H -2.959 1.543 3.008
H -1.665 -0.391 1.981
H 0.506 1.553 2.401
H -5.216 -3.619 1.458
H -0.622 -1.752 -6.238
H -0.708 0.254 -2.471
H -2.976 2.955 1.016
H 2.026 -3.026 -2.122
H 3.721 -3.825 0.961
H 3.766 -2.824 -2.475
H -1.219 0.055 3.625
H -6.561 -1.945 0.240
H -1.361 2.611 -0.695
H -0.665 0.337 -4.922
H 0.840 0.011 2.743
H -0.586 -4.059 -2.634
H -5.457 -0.263 -1.196
H 2.058 -3.886 0.313
H 2.634 -1.507 -2.843
H -1.492 2.500 2.949
H -3.004 -0.255 -1.431
H -2.948 1.253 0.567
H 2.408 -3.009 1.835
H -2.758 -3.613 1.264
H -0.599 -3.942 -5.094
```


Entry 3:
A molecular structure, C19H26BrClNO6Si2V, computed with the ωB97M-V functional and the def2-TZVPD basis.

For the HOMO energy, the calculation gives -14.3 eV. The calculation puts the energy relative to the best compared isomer or geometry (same formula, charge and spin) at 333.2 kJ/mol. Its charge is +2. The frontier orbital gap comes out at 5.15 eV.

Geometry as XYZ:
```
57
C19H26BrClNO6Si2V | OMol25 | the ωB97M-V functional and the def2-TZVPD basis
Br -2.155 2.514 -4.919
V 0.514 -0.218 -1.204
Cl 2.165 -0.415 -2.919
Si -0.213 0.351 2.023
Si 2.613 -1.443 1.171
O 1.643 0.778 -2.208
O 1.994 -1.422 -1.883
O -1.428 0.550 -3.024
O -0.634 0.947 -1.045
O 3.490 -0.246 -3.234
O 1.301 -0.695 -3.958
N -0.522 -1.676 -1.176
C 0.664 2.008 1.689
C -1.758 -3.659 -1.190
C -0.070 -0.295 3.801
C -3.214 4.445 -3.127
C -2.482 3.269 -3.219
C -1.983 2.653 -2.052
C 2.781 -1.686 3.046
C -3.471 4.999 -1.884
C -2.055 0.162 1.537
C -2.973 4.404 -0.726
C -2.216 3.258 -0.810
C -1.348 1.349 -2.117
C 0.752 -0.811 0.641
C 2.839 -3.181 0.420
C 3.650 0.034 0.552
C -1.360 -3.882 0.134
C -1.302 -2.520 -1.824
C -0.554 -2.978 0.793
C -0.106 -1.833 0.110
H -4.062 5.899 -1.821
H -0.883 0.132 4.382
H 1.610 2.050 2.225
H 2.804 -0.760 3.608
H -3.196 4.829 0.239
H 2.214 -3.919 0.919
H -0.247 -3.127 1.819
H -1.811 2.794 0.079
H -2.631 0.997 1.929
H 3.872 -3.486 0.575
H -2.221 0.125 0.461
H -2.405 -4.348 -1.708
H 3.735 -2.178 3.213
H -2.484 -0.737 1.977
H -1.543 -2.253 -2.852
H 2.645 -3.226 -0.647
H 3.854 0.745 1.349
H -1.676 -4.785 0.639
H -3.582 4.912 -4.028
H -0.160 -1.372 3.878
H 4.613 -0.320 0.190
H 0.073 2.845 2.051
H 2.024 -2.331 3.480
H 0.868 2.168 0.627
H 3.175 0.582 -0.263
H 0.854 0.001 4.284
```


Entry 4:
C19H26ClN3O2 in the gas phase, computed with the ωB97M-V functional and the def2-TZVPD basis.

Its structure (SMILES) is CC(C)[C@H](O)C1CCN(Cc2nc(Cc3ccccc3Cl)no2)CC1. For the HOMO energy, the calculation gives -8.5 eV. The calculation puts the energy relative to the best compared isomer or geometry (same formula, charge and spin) at 247.1 kJ/mol. Its charge is 0. The frontier orbital gap comes out at 9.29 eV.

Geometry as XYZ:
```
51
C19H26ClN3O2 | OMol25 | the ωB97M-V functional and the def2-TZVPD basis
Cl 5.045 -1.309 -2.079
O -1.748 -1.829 1.349
O 1.277 1.604 -1.955
N 1.424 1.043 0.154
N -1.254 2.916 -0.169
N 1.959 0.425 -1.911
C -4.399 -1.605 -1.345
C 5.476 0.239 2.116
C -2.429 0.210 0.137
C 0.972 1.921 -0.689
C -1.960 0.751 -1.217
C 4.237 -0.177 1.662
C -1.577 0.856 1.235
C 2.706 -1.087 -0.106
C -1.631 2.383 1.124
C 6.578 0.163 1.282
C 5.189 -0.729 -0.454
C 4.073 -0.675 0.376
C 0.153 3.139 -0.411
C -2.346 -1.344 0.165
C 2.027 0.117 -0.648
C 6.436 -0.321 -0.006
C -3.719 -2.019 -0.044
C -1.997 2.284 -1.240
C -3.554 -3.539 -0.020
H -0.991 2.833 1.884
H 2.115 -1.471 0.726
H 2.782 -1.835 -0.894
H -4.525 -4.027 -0.019
H -2.590 0.374 -2.022
H -5.323 -2.166 -1.468
H -0.546 0.513 1.154
H 0.244 3.801 -1.279
H -1.947 0.576 2.223
H 3.373 -0.112 2.306
H -1.617 2.654 -2.195
H -4.646 -0.547 -1.354
H 5.581 0.622 3.120
H 7.285 -0.382 -0.669
H -4.361 -1.723 0.798
H -3.038 2.612 -1.138
H -1.665 -1.677 -0.626
H -3.002 -3.866 -0.897
H 0.570 3.639 0.467
H -2.354 -1.671 2.082
H -3.470 0.516 0.297
H -2.661 2.716 1.305
H -3.754 -1.822 -2.194
H -3.004 -3.853 0.864
H 7.549 0.482 1.628
H -0.946 0.398 -1.405
```


Entry 5:
A molecular structure, C19H26F3N2NiOS2, computed with the ωB97M-V functional and the def2-TZVPD basis.

As for the spin multiplicity: 3. For the HOMO energy (alpha / beta), the calculation gives -10.5 / -10.5 eV. The calculation puts the energy relative to the best compared isomer or geometry (same formula, charge and spin) at 172.3 kJ/mol. Its charge is +1. The frontier orbital gap (alpha / beta) comes out at 7.71 / 7.76 eV.

Geometry as XYZ:
```
54
C19H26F3N2NiOS2 | OMol25 | the ωB97M-V functional and the def2-TZVPD basis
Ni 0.268 -0.851 -0.373
S 0.906 -1.133 2.671
S 2.311 -1.472 -1.140
F 3.690 -4.431 -4.118
F 3.733 -3.794 -2.072
F 3.751 -2.317 -3.824
O 0.068 -0.269 1.610
N -2.485 1.400 1.384
N -0.026 -2.400 -1.930
C -1.283 2.351 1.560
C 0.317 1.482 -2.272
C 1.302 -2.435 -2.190
C -0.909 -2.986 -2.712
C 0.860 -3.908 -4.013
C -1.722 1.339 -1.019
C 2.644 0.778 1.881
C 0.370 -0.692 4.261
C 3.258 -3.449 -3.282
C 0.682 0.731 4.705
C -0.428 0.870 -1.243
C -2.225 2.442 -1.777
C -2.516 0.640 0.037
C -0.154 2.612 -2.884
C 1.753 -3.239 -3.222
C -3.597 2.300 1.518
C -0.506 -3.716 -3.821
C -1.475 3.105 -2.686
C 2.599 -0.650 2.384
H -1.515 3.256 0.994
H -3.536 0.434 -0.091
H -3.263 2.652 -1.667
H 0.782 -1.484 4.840
H -0.724 -0.917 4.156
H -1.126 2.518 2.677
H 2.128 1.473 2.551
H 1.315 1.156 -2.458
H -1.882 3.852 -3.394
H 2.076 0.873 0.945
H 3.628 1.115 1.620
H -1.945 -2.837 -2.465
H 0.340 1.420 3.978
H 0.159 0.957 5.664
H 0.418 3.267 -3.503
H -4.496 1.718 1.494
H -1.223 -4.259 -4.425
H 1.252 -4.552 -4.791
H -3.500 3.085 0.729
H 2.901 -1.313 1.585
H -1.842 -0.188 0.351
H -0.325 1.877 1.244
H -3.523 2.801 2.448
H -2.311 0.696 2.144
H 3.272 -0.819 3.225
H 1.752 0.911 4.712
```


Entry 6:
C19H26N2O5 in the gas phase, computed with the ωB97M-V functional and the def2-TZVPD basis.

Its structure (SMILES) is CCCOc1ccccc1C(=O)N1CCNC(=O)[C@H]1CC(=O)OC(C)C. For the HOMO energy, the calculation gives -8.8 eV. The calculation puts the energy relative to the best compared isomer or geometry (same formula, charge and spin) at 59.2 kJ/mol. Its charge is 0. The frontier orbital gap comes out at 9.54 eV.

Geometry as XYZ:
```
52
C19H26N2O5 | OMol25 | the ωB97M-V functional and the def2-TZVPD basis
O -1.024 -3.404 0.201
O 0.383 -0.997 -2.029
O -2.479 1.965 -1.270
O -0.846 -0.343 3.187
O 0.195 1.362 2.160
N -1.809 -1.301 0.088
N -3.462 -0.006 -1.654
C -0.056 1.575 -3.776
C -0.802 -2.210 0.160
C 0.602 -1.696 0.200
C 1.203 -1.161 -0.951
C 1.220 0.778 -3.536
C -2.565 0.776 -1.031
C -0.820 0.528 2.357
C -1.657 0.126 0.021
C 1.360 -1.927 1.336
C -1.938 0.816 1.377
C 1.344 1.245 3.018
C 2.516 1.860 2.268
C 2.707 -1.606 1.361
C -3.640 -1.427 -1.456
C 1.071 1.951 4.342
C 3.298 -1.074 0.230
C -3.165 -1.778 -0.051
C 0.947 -0.711 -3.295
C 2.558 -0.853 -0.920
H -0.703 1.549 -2.905
H -1.992 1.889 1.196
H -4.004 0.448 -2.376
H -3.049 -1.990 -2.190
H 2.314 2.908 2.065
H 1.872 0.860 -4.409
H 0.229 1.482 4.846
H -3.155 -2.859 0.103
H 1.748 1.198 -2.678
H 0.879 -2.363 2.198
H -3.808 -1.306 0.697
H -0.631 0.376 -0.266
H 4.351 -0.831 0.232
H 0.200 -1.063 -4.013
H 3.053 -0.449 -1.788
H 1.945 1.882 4.983
H 1.519 0.177 3.199
H -4.695 -1.676 -1.586
H 0.839 2.999 4.165
H 3.418 1.779 2.866
H 2.669 1.341 1.325
H -2.877 0.455 1.796
H 0.186 2.614 -3.984
H 1.862 -1.299 -3.436
H 3.292 -1.782 2.251
H -0.601 1.173 -4.628
```